Entry from the Open Molecules 2025 dataset: 2 unconnected molecules or ions with the total composition C4H12 at a distorted geometry (ωB97M-V/def2-TZVPD).

Each line ends with the natural charge from an NBO analysis.
Element x y z (Å)
H: 2.01 -0.03 -1.79  0.196
C: -1.56 2.02 0.89  -0.473
C: 1.94 -1.12 -1.76  -0.612
H: -1.07 2.24 -0.07  0.312
C: 1.57 -1.55 -0.30  -0.606
C: -1.87 0.48 1.31  -0.436
H: -2.55 2.45 0.66  0.338
H: 1.32 -0.60 0.20  0.167
H: 0.58 -2.00 -0.28  0.194
H: -0.99 0.29 1.91  0.298
H: 1.19 -1.41 -2.48  0.208
H: 2.88 -1.56 -2.06  0.225
H: -0.84 2.41 1.61  0.312
H: -2.86 0.34 1.73  0.291
H: 2.34 -2.13 0.18  0.232
H: -2.08 0.18 0.25  0.354

Computed properties:
Multiplicity: 2
Charge: +1
Total energy in a.u.: -159.13831
<S²>: 0.7530
Energy relative to the best compared isomer or geometry (same formula, charge and spin) in eV: 0.858

---

Entry from the Open Molecules 2025 dataset: 2 unconnected molecules or ions with the total composition C4H12 at a distorted geometry (ωB97M-V/def2-TZVPD).

Each line ends with the natural charge from an NBO analysis.
Element x y z (Å)
H: 1.54 3.35 -0.56  0.219
C: -0.59 -2.92 -0.05  -0.549
C: -0.87 -1.49 0.30  -0.580
H: -0.41 -3.70 0.75  0.400
H: -0.18 2.68 1.04  0.236
H: 0.06 0.98 0.52  0.159
H: 1.86 1.99 -1.47  0.224
H: 0.17 -2.87 -0.84  0.280
H: 2.29 2.14 0.29  0.217
C: 1.50 2.36 -0.54  -0.604
H: -0.88 -1.08 1.31  0.355
H: -0.24 -0.80 -0.17  0.259
H: -0.85 2.12 -0.43  0.224
H: -1.96 -1.29 0.00  0.384
H: -1.54 -3.46 -0.30  0.386
C: 0.11 2.00 0.15  -0.610

Computed properties:
Multiplicity: 2
Charge: +1
Total energy in a.u.: -159.11501
<S²>: 0.7530
Energy relative to the best compared isomer or geometry (same formula, charge and spin) in eV: 1.492

---

Entry from the Open Molecules 2025 dataset: 2 unconnected molecules or ions with the total composition C4H12 at a distorted geometry (ωB97M-V/def2-TZVPD).

Each line ends with the natural charge from an NBO analysis.
Element x y z (Å)
H: 3.19 0.19 0.80  0.257
C: -2.59 0.36 -1.19  -0.594
C: 1.11 -0.20 1.42  -0.523
H: -0.76 0.90 -2.32  0.331
H: -0.50 -0.34 -1.16  0.283
H: 0.82 0.57 2.06  0.273
H: 0.74 0.07 0.50  0.247
C: -1.09 0.55 -1.32  -0.577
H: 3.10 -1.04 1.99  0.265
H: -0.75 1.21 -0.55  0.223
H: -3.29 1.15 -1.42  0.302
H: 2.70 -1.29 0.27  0.268
H: 0.58 -1.09 1.73  0.253
C: 2.60 -0.62 1.14  -0.557
H: -2.97 -0.43 -1.83  0.238
H: -2.90 0.00 -0.11  0.310

Computed properties:
Multiplicity: 2
Charge: +1
Total energy in a.u.: -159.12692
<S²>: 0.7531
Energy relative to the best compared isomer or geometry (same formula, charge and spin) in eV: 1.168

---

Entry from the Open Molecules 2025 dataset: a single C4H12B2Cl2N4 molecule at a distorted geometry (ωB97M-V/def2-TZVPD).

Each line ends with the natural charge from an NBO analysis.
Element x y z (Å)
Cl: 2.13 -1.30 1.80  -0.194
N: -0.27 -0.80 -1.11  -0.524
Cl: -2.77 0.48 -1.68  -0.229
H: -1.31 2.60 1.54  0.194
C: -0.29 0.03 2.89  -0.408
H: 0.69 0.01 3.35  0.226
N: -1.15 0.74 0.61  -0.524
C: -1.19 2.16 0.54  -0.405
C: -0.46 -1.85 -2.08  -0.409
H: -0.84 -0.89 3.13  0.191
H: 0.41 -2.51 -2.07  0.212
B: 1.09 -0.24 0.84  0.805
H: -1.37 -2.42 -1.90  0.214
N: -0.19 0.09 1.48  -0.488
H: -0.86 0.87 3.31  0.199
H: -0.24 2.53 0.14  0.172
C: 2.17 -0.08 -1.41  -0.402
H: 1.91 0.88 -1.85  0.177
H: -0.53 -1.42 -3.08  0.193
B: -1.34 0.00 -0.62  0.886
H: 3.08 -0.04 -0.86  0.223
N: 1.06 -0.51 -0.60  -0.531
H: -2.01 2.43 -0.10  0.231
H: 2.29 -0.77 -2.27  0.191

Computed properties:
Charge: 0
Total energy in a.u.: -1348.82572

---

Entry from the Open Molecules 2025 dataset: a single C4H12BNO2 molecule at a distorted geometry (ωB97M-V/def2-TZVPD).

Each line ends with the natural charge from an NBO analysis.
Element x y z (Å)
H: -1.49 -1.42 -1.96  0.163
H: 2.26 -1.02 1.30  0.189
C: -1.51 -1.89 -0.95  -0.249
C: 1.96 -0.98 0.26  -0.393
H: 2.74 1.66 -0.55  0.195
H: -2.69 0.54 -0.23  0.191
H: 2.73 1.40 1.23  0.193
O: -0.94 1.42 -0.01  -0.739
H: 2.66 -0.98 -0.48  0.184
H: -2.76 2.41 0.30  0.183
H: -2.31 1.12 1.40  0.174
B: -0.11 0.32 -0.01  1.259
H: 1.28 -1.78 0.05  0.236
C: 2.15 1.43 0.29  -0.412
H: -2.54 -2.08 -0.59  0.163
O: -0.91 -1.25 0.13  -0.781
N: 1.27 0.28 0.21  -0.707
C: -2.28 1.37 0.37  -0.231
H: -1.16 -2.93 -1.00  0.162
H: 1.63 2.38 0.24  0.221

Computed properties:
Charge: 0
Total energy in a.u.: -389.70166
Energy relative to the best compared isomer or geometry (same formula, charge and spin) in eV: 0.000

---

Entry from the Open Molecules 2025 dataset: a molecular structure, C4H12BrFeN2O2 at a distorted geometry (ωB97M-V/def2-TZVPD).

Each line ends with the natural charge from an NBO analysis.
Element x y z (Å)
N: -24.76 7.89 -10.65  -0.827
C: -18.94 7.90 -11.87  0.108
N: -24.76 6.02 -9.52  -0.796
H: -19.47 5.81 -12.17  0.177
H: -24.28 7.41 -11.40  0.371
H: -17.03 9.29 -11.26  0.239
H: -23.92 5.92 -10.07  0.379
C: -18.63 6.43 -11.87  -0.628
Br: -22.83 5.80 -12.90  -0.274
C: -17.81 8.99 -11.97  -0.640
H: -17.20 8.52 -12.75  0.213
H: -18.35 9.88 -12.30  0.233
H: -19.65 8.04 -11.06  0.150
C: -25.34 7.18 -9.72  0.733
Fe: -24.02 4.06 -14.08  1.085
H: -17.82 6.24 -12.58  0.218
H: -20.37 7.44 -13.13  0.444
O: -26.23 7.56 -8.98  -0.578
O: -19.71 8.13 -13.03  -0.706
H: -24.87 8.89 -10.54  0.435
H: -18.21 6.15 -10.90  0.225
H: -25.14 5.50 -8.75  0.436

Computed properties:
Multiplicity: 7
Charge: +1
Total energy in a.u.: -4256.84564
<S²>: 12.0198
Energy relative to the best compared isomer or geometry (same formula, charge and spin) in eV: 0.491

---

Entry from the Open Molecules 2025 dataset: a molecular structure, C4H12BrGaNiO2P at a distorted geometry (ωB97M-V/def2-TZVPD).

Each line ends with the natural charge from an NBO analysis.
Element x y z (Å)
C: 1.64 0.61 0.39  -0.400
H: -2.15 0.12 -3.15  -0.244
H: 0.54 2.53 0.63  0.266
O: -0.44 -1.36 -1.42  -0.895
H: 2.71 0.64 0.81  0.098
H: 1.76 0.98 -0.63  0.273
H: 1.56 -0.89 -1.79  0.155
C: 1.20 -0.86 0.36  -0.456
P: -3.10 0.16 -0.08  0.852
Ga: -1.27 0.19 -1.87  0.976
Ni: 2.66 1.36 2.43  0.920
H: 0.28 -1.00 0.94  0.229
Br: -4.77 -0.93 -0.88  -0.120
H: 1.96 -1.50 0.81  0.220
O: -2.61 -0.72 1.18  -0.985
H: 1.21 -2.46 -1.07  0.190
C: 0.92 -1.40 -1.06  -0.041
H: -0.47 1.52 -1.58  -0.326
H: -3.07 -1.56 1.32  0.527
H: -0.30 1.13 1.34  0.260
H: 1.06 1.85 2.18  0.080
C: 0.67 1.58 1.15  -0.580

Computed properties:
Multiplicity: 3
Charge: +1
Total energy in a.u.: -6658.17313
<S²>: 2.0054

---

Entry from the Open Molecules 2025 dataset: a molecular structure, C4H12ClMg2O2 at a distorted geometry (ωB97M-V/def2-TZVPD).

Each line ends with the natural charge from an NBO analysis.
Element x y z (Å)
H: -5.03 1.00 0.67  0.274
O: -4.52 -1.63 0.47  -0.656
Mg: 1.16 -0.43 -1.39  1.878
O: 2.96 -1.12 -1.31  -0.923
H: 3.48 0.44 0.99  0.215
C: 3.81 0.79 0.00  -0.643
H: 4.91 -1.00 -0.42  0.253
C: -4.00 0.72 0.86  -0.644
H: 4.69 1.39 0.23  0.306
H: -3.85 0.54 1.93  0.211
H: -3.61 -0.40 -0.88  0.170
C: 4.16 -0.38 -0.89  -0.089
H: -3.36 1.50 0.41  0.168
H: -2.60 -0.99 0.52  0.138
H: -5.23 -1.55 -0.18  0.493
Mg: -0.35 1.92 2.19  1.839
H: 3.27 -1.91 -1.80  0.563
H: 2.95 1.37 -0.36  0.155
Cl: 0.14 0.30 0.56  -0.871
C: -3.57 -0.62 0.20  -0.060
H: 4.59 0.06 -1.79  0.222

Computed properties:
Charge: +3
Total energy in a.u.: -1169.33412
Energy relative to the best compared isomer or geometry (same formula, charge and spin) in eV: 2.281

---

Entry from the Open Molecules 2025 dataset: a molecular structure, C4H12ClMgO2 (ωB97M-V/def2-TZVPD).

Each line ends with the natural charge from an NBO analysis.
Element x y z (Å)
H: -0.12 0.81 -2.20  0.228
H: -1.05 -0.17 -1.11  0.198
H: 1.08 0.94 0.86  0.186
H: 0.95 -1.40 -1.82  0.169
H: 0.43 2.59 3.38  0.193
Mg: -2.01 -3.60 0.82  1.774
H: 0.73 -0.96 -3.48  0.181
C: 0.18 -1.23 -2.58  -0.070
C: 0.24 1.85 2.62  -0.067
O: -0.50 -2.48 -2.71  -0.768
H: -0.68 2.09 2.07  0.156
O: -0.01 0.66 3.38  -0.721
Cl: -1.33 -1.67 1.51  -0.766
H: -0.36 -0.02 2.79  0.439
H: -0.67 -2.67 -3.64  0.485
H: 2.22 1.17 2.18  0.221
C: 1.38 1.63 1.66  -0.641
C: -0.73 -0.10 -2.15  -0.637
H: 1.81 2.55 1.25  0.224
H: -1.57 0.02 -2.83  0.216

Computed properties:
Charge: +1
Total energy in a.u.: -970.08274
Energy relative to the best compared isomer or geometry (same formula, charge and spin) in eV: 0.000

---

Entry from the Open Molecules 2025 dataset: a molecular structure, C4H12F4HfInO4 at a distorted geometry (ωB97M-V/def2-TZVPD).

Each line ends with the natural charge from an NBO analysis.
Element x y z (Å)
H: 2.30 -1.06 2.04  0.500
C: 0.73 -1.75 1.08  -0.085
C: 1.43 0.61 -2.15  -0.150
O: -0.82 -0.33 -2.02  -0.546
H: 0.85 -1.46 -2.42  0.237
C: -0.70 -1.99 1.52  -0.103
H: -1.80 -0.61 0.73  0.488
F: -1.30 2.52 -1.73  -0.767
O: 1.35 -0.94 2.05  -0.712
H: 0.89 -1.33 0.09  0.157
C: 0.47 -0.45 -2.53  -0.123
O: -1.61 -0.94 1.61  -0.719
H: -0.92 0.62 -1.94  0.497
H: -1.09 -2.59 0.70  0.187
Hf: -1.99 3.48 0.31  2.942
In: -0.59 0.94 3.69  0.972
H: -0.71 -2.66 2.38  0.220
F: -3.07 1.87 1.97  -0.674
O: 1.92 0.64 -0.82  -0.360
H: 1.25 -2.70 1.00  0.216
H: 1.15 0.83 -0.28  0.516
H: 2.30 0.70 -2.80  0.259
H: 0.37 -0.38 -3.62  0.276
F: -0.35 1.60 0.81  -0.766
F: -1.15 3.74 2.60  -0.707
H: 1.08 1.63 -2.24  0.245

Computed properties:
Multiplicity: 2
Charge: +2
Total energy in a.u.: -1097.33210
<S²>: 0.7557